Density functional theory data (the ωB97M-V functional and the def2-TZVPD basis) for a molecular structure, C38H33N8O7W.

Geometry as XYZ:
```
87
Properties=species:S:1:pos:R:3:mulliken_charge:R:1
W -0.16 0.18 0.16 2.02
C 1.00 -8.14 1.03 -0.89
O 1.63 -6.92 1.39 -0.41
C 1.20 -6.28 2.50 0.83
C 1.85 -5.07 2.79 -0.77
C 1.49 -4.33 3.88 -0.07
C 0.46 -4.78 4.72 -0.23
C -0.13 -6.01 4.48 -0.36
C 0.22 -6.76 3.36 -0.51
N -0.04 -4.13 5.91 -0.26
N -0.15 -2.91 6.03 -0.66
C 0.10 -2.02 4.94 0.13
C 1.00 -1.01 5.09 -0.78
C 1.27 -0.08 4.06 -0.52
C 0.57 -0.17 2.89 0.44
O 0.76 0.66 1.80 -0.45
C -0.42 -1.17 2.74 0.27
N -1.09 -1.17 1.55 0.41
C -2.01 -2.09 1.33 -0.24
C -2.37 -3.03 2.30 -1.22
C -1.72 -3.03 3.51 -0.84
C -0.69 -2.09 3.75 0.91
H 1.45 -8.44 0.09 0.24
H -0.07 -8.00 0.89 0.36
H 1.18 -8.91 1.78 0.36
H 2.65 -4.76 2.14 0.49
H 2.03 -3.42 4.10 0.52
H -0.86 -6.38 5.18 0.50
H -0.26 -7.71 3.19 0.48
H 1.56 -0.95 6.02 0.46
H 2.01 0.69 4.20 0.50
H -2.50 -2.08 0.36 0.54
H -3.14 -3.75 2.08 0.49
H -2.00 -3.73 4.28 0.69
O -2.26 -3.45 -5.45 -0.69
C -2.96 -2.54 -4.99 0.43
O -4.02 -2.03 -5.33 -0.70
C -2.33 -1.87 -3.75 0.18
C -2.94 -0.77 -3.15 -0.88
C -2.36 -0.17 -2.06 0.09
N -1.20 -0.61 -1.53 0.00
C -0.62 -1.70 -2.09 0.97
C -1.14 -2.33 -3.19 -0.90
C 0.62 -2.17 -1.40 -0.02
O 1.26 -3.13 -1.70 -0.62
O 0.95 -1.34 -0.37 -0.69
H -3.88 -0.42 -3.57 0.55
H -2.80 0.70 -1.58 0.10
H -0.65 -3.19 -3.63 0.67
C 2.56 1.89 -2.88 -0.95
C 1.79 1.04 -2.11 -0.12
N 1.04 1.50 -1.08 0.36
C 1.09 2.80 -0.79 -0.43
C 1.88 3.71 -1.48 0.34
C 2.60 3.24 -2.57 -0.37
C 1.91 5.13 -1.07 -1.20
C 2.10 5.60 0.16 -0.69
C 2.44 4.83 1.37 1.08
C 2.42 5.44 2.62 -0.70
C 2.75 4.65 3.71 -0.27
N 3.11 3.38 3.59 -0.52
C 3.14 2.91 2.34 -0.41
N 2.81 3.55 1.24 -0.26
H 3.13 1.48 -3.70 0.47
H 1.76 -0.02 -2.31 0.41
H 0.49 3.13 0.05 0.78
H 3.20 3.92 -3.16 0.56
H 1.78 5.85 -1.87 0.49
H 2.05 6.67 0.30 0.39
H 2.15 6.48 2.74 0.42
H 2.74 5.06 4.72 0.42
H 3.46 1.88 2.22 0.64
C -2.96 3.75 -0.79 -0.62
N -3.00 3.36 0.63 0.11
C -3.85 4.15 1.54 -0.95
C -2.28 2.33 1.04 0.34
C -2.23 1.88 2.46 -0.61
O -1.57 1.71 0.17 -1.29
H -3.61 4.61 -0.92 0.33
H -3.31 2.93 -1.41 0.27
H -1.94 4.01 -1.07 0.21
H -4.34 4.92 0.95 0.29
H -3.25 4.63 2.31 0.36
H -4.61 3.52 2.00 0.36
H -2.83 2.49 3.13 0.70
H -1.19 1.90 2.79 0.04
H -2.57 0.85 2.51 0.11
```

Frontier orbital gap (spin up / spin down)   5.49 / 5.68 eV
ΔE to the lowest compared entry with this formula, charge and spin   0.0 kJ/mol
Molecular weight   897.6 g/mol
2S+1   3
Net charge   +1
Energy   -68015.1429 eV